<A>
This record from the Open Molecules 2025 dataset describes a 2-piece molecular cluster, C3H5N3 overall. The level of theory is the ωB97M-V functional and the def2-TZVPD basis.

Atoms and positions in Å:
C 0.19918 -1.02746 -0.79911
N 0.65093 0.03835 0.03378
C 0.14194 -0.09075 1.31911
N -0.62762 0.89168 1.63608
N -0.69495 1.73219 0.50899
C 0.08464 1.22260 -0.38366
H 0.51309 -0.90159 -1.84983
H -1.39544 -0.42793 -0.49695
H 0.70997 -1.96651 -0.45281
H 0.28623 -0.98954 1.91073
H 0.13202 1.51897 -1.42634

Molar mass = 83.1 g mol⁻¹
LUMO level = 0.04 eV

=====

<B>
This record from the Open Molecules 2025 dataset describes C3H5N3 as an isolated structure. The level of theory is the ωB97M-V functional and the def2-TZVPD basis.

Atoms and positions in Å:
C -1.60235 -0.44941 -0.01893
N -0.24303 -0.31167 -0.27975
C 0.16410 0.96133 0.11511
N 1.51418 0.88884 0.36564
C 1.80553 -0.33039 -0.05057
N 0.77317 -1.11816 -0.46666
H -2.17605 -1.06206 -0.71251
H -1.83193 -0.62256 1.02701
H -1.08442 1.01088 0.62388
H -0.13060 1.76667 -0.56308
H 2.81138 -0.73348 -0.04015

Molar mass = 83.1 g mol⁻¹
LUMO level (alpha / beta) = -0.48 / -0.48 eV

=====

Computed stability ranking, most favorable first: <A>, <B>

=====

<A>
This record from the Open Molecules 2025 dataset describes one molecule with the formula C3H5N3. The level of theory is the ωB97M-V functional and the def2-TZVPD basis.

Atoms and positions in Å:
H 1.57503 2.00969 0.89035
N 1.28867 2.05993 -0.08964
C 0.58003 1.12308 -0.46145
C -0.29180 -0.02304 -0.20017
C -1.39783 0.00357 0.58316
N 0.26120 -1.22161 -0.68206
N 0.65730 -2.06250 0.13922
H 0.96107 -2.90215 -0.37804
H 0.09259 0.98816 -1.53985
H -1.77743 0.93030 0.98271
H -1.94883 -0.90543 0.75577

Molar mass = 83.1 g mol⁻¹
SMILES = [H]/N=C\C(=C)/N=N/[H]
LUMO level = 0.11 eV

=====

<B>
This record from the Open Molecules 2025 dataset describes one molecule with the formula C3H5N3. The level of theory is the ωB97M-V functional and the def2-TZVPD basis.

Atoms and positions in Å:
H -2.50915 1.37931 -0.14049
N -1.54370 1.52219 0.13553
C -0.83574 0.46449 0.02595
C -1.34734 -0.79852 -0.51706
N -1.81083 -1.75992 -0.96437
N 0.45374 0.45484 0.46970
C 1.50878 -0.47065 0.11373
H 0.71920 1.38017 0.77797
H 1.08675 -1.45074 -0.12253
H 2.09772 -0.12841 -0.74716
H 2.18057 -0.59276 0.96873

Molar mass = 83.1 g mol⁻¹
SMILES = [H]/N=C(\C#N)NC
LUMO level = 0.71 eV

=====

Computed stability ranking, most favorable first: <B>, <A>

=====

<A>
This record from the Open Molecules 2025 dataset describes C5H9NS2 as an isolated structure. The level of theory is the ωB97M-V functional and the def2-TZVPD basis.

Atoms and positions in Å:
C -1.47999 1.22911 -0.07307
C 1.07245 1.12782 -0.97519
C 1.54523 0.07057 -0.18873
C 0.56367 -0.05764 0.82840
C -0.27251 -1.27325 0.88391
H -1.73910 0.17357 -0.60852
H -2.00606 2.19837 -0.59797
H -1.99947 1.06433 0.88824
H 1.47684 2.12711 -1.38959
H 0.57172 0.72915 -1.78208
H 1.03881 0.13466 1.75947
H -1.10029 -1.15313 1.62471
H 0.37956 -2.24400 1.13370
H -0.04423 -3.00938 -0.70459
N 0.04891 1.23391 0.18806
S 2.98329 -0.71943 -0.21226
S -1.03884 -1.63176 -0.77450

Molar mass = 147.3 g mol⁻¹
LUMO level = -0.33 eV

=====

<B>
This record from the Open Molecules 2025 dataset describes one molecule with the formula C5H9NS2. The level of theory is the ωB97M-V functional and the def2-TZVPD basis.

Atoms and positions in Å:
C -1.71061 1.66188 -0.64888
C -0.55513 1.51777 -0.08731
C 0.04328 0.25943 0.50934
N 0.61935 0.34828 1.79977
C -0.48482 -0.98242 -0.29987
S -0.45188 -2.56316 0.47868
C 0.79152 -0.41050 -0.63065
S 2.42617 -0.99838 -0.27900
H -2.02970 2.71578 -0.93412
H -2.44086 0.86141 -0.57149
H 0.21116 2.28864 -0.18375
H 0.01445 0.98029 2.60552
H 0.66266 -0.69842 2.17400
H -1.19001 -0.72097 -1.06157
H 0.82732 -2.66159 0.02093
H 0.81597 0.16244 -1.53981
H 2.45114 -1.76046 -1.35180

Molar mass = 147.3 g mol⁻¹
SMILES = C=C[C@@]1(N)[C@H](S)[C@@H]1S
LUMO level = 0.65 eV

=====

Computed stability ranking, most favorable first: <B>, <A>